Entry 1:
# C39H27F4N7Ti

C39H27F4N7Ti as an isolated structure (ωB97M-V/def2-TZVPD, the Open Molecules 2025 dataset).

net charge	+2
energy relative to the best compared isomer or geometry (same formula, charge and spin)	314.22	kJ/mol
HOMO level	-14.0	eV
HOMO-LUMO gap	6.225	eV
total energy	-3133.8781	Eh

Each line ends with the Mulliken charge.
CARTESIAN COORDINATES (ANGSTROEM)
Ti -0.729 -0.285 0.497  -1.765
N 1.503 0.183 3.918  0.062
C 2.210 1.039 3.246  0.204
C 4.712 1.621 2.495  -0.778
C 4.689 2.948 3.216  -1.079
C 3.608 3.717 3.300  -0.899
C 2.271 3.416 2.805  -0.714
C 1.584 2.245 2.760  1.454
C 0.109 2.288 2.464  -0.518
C -0.611 3.312 3.071  -0.723
C -1.922 3.613 2.706  -1.089
C -2.529 2.906 1.693  -1.397
C -1.839 1.835 1.123  -0.243
C -0.550 1.459 1.520  1.527
H 1.916 -0.652 4.322  0.342
H 0.529 0.377 4.124  0.400
H 5.667 1.131 2.711  1.032
H 5.633 3.306 3.606  0.591
H 3.710 4.702 3.742  0.520
H 1.696 4.296 2.534  0.806
H -0.139 3.907 3.843  0.668
H -2.443 4.421 3.201  0.442
H -3.521 3.163 1.347  0.547
H -2.365 1.320 0.314  0.441
C -0.862 -3.252 -3.623  -1.338
C 0.037 -2.675 -2.525  -0.822
C 0.498 -1.278 -2.864  0.690
C 1.581 -1.116 -3.725  -0.683
C 1.991 0.144 -4.123  -1.188
C 1.319 1.274 -3.673  -0.900
C 0.246 1.167 -2.801  0.691
C -0.452 2.406 -2.297  0.039
C -1.842 2.628 -2.891  -1.417
C -0.145 -0.120 -2.412  -0.290
N -1.183 -0.264 -1.417  2.961
C -2.412 -0.671 -1.705  -0.161
C -3.212 -1.048 -0.635  -0.703
C -4.542 -1.445 -0.458  -0.965
C -4.706 -1.696 0.898  -0.770
C -3.479 -1.445 1.517  -0.532
N -2.564 -1.059 0.613  0.731
H -1.163 -4.270 -3.382  0.431
H -0.341 -3.267 -4.580  0.372
H -1.766 -2.652 -3.754  0.250
H 0.916 -3.314 -2.415  0.461
H -0.497 -2.708 -1.572  0.028
H 2.107 -1.995 -4.079  0.547
H 2.837 0.252 -4.789  0.474
H 1.642 2.256 -3.996  0.524
H 0.175 3.265 -2.539  0.639
H -0.510 2.383 -1.203  -0.504
H -1.795 2.651 -3.980  0.383
H -2.252 3.580 -2.555  0.441
H -2.550 1.847 -2.608  0.213
H -2.740 -0.715 -2.739  0.661
H -5.283 -1.546 -1.236  0.565
H -5.602 -2.035 1.392  0.487
H -3.231 -1.547 2.563  0.504
F 1.502 0.455 -0.315  0.648
C 2.723 0.517 0.292  -0.504
C 3.370 1.670 0.286  0.965
F 2.847 2.746 -0.295  -0.439
C 4.654 1.841 0.992  0.370
C 3.684 0.616 3.043  1.164
C 3.613 -0.662 2.193  -0.547
F 3.934 -1.747 2.870  -0.350
C 3.128 -0.723 0.956  0.601
C 2.645 -2.001 0.345  -0.442
C 1.356 -2.077 0.670  0.720
N 0.246 -1.848 1.061  -0.703
C 3.320 -2.757 -0.643  -0.131
N 3.887 -3.351 -1.448  -0.489
F 4.113 0.257 4.301  -0.411
C 5.734 2.241 0.303  1.467
C 6.977 2.470 0.982  -0.301
N 7.918 2.639 1.618  -0.478
C 5.667 2.440 -1.117  -0.312
N 5.584 2.546 -2.256  -0.482

Cartesian forces (eV/Å) of the 2 atoms listed first:
Ti -0.267 0.044 -0.258
N 0.004 -0.013 0.003

***

Entry 2:
# C39H28BrCrNO6P2Te

C39H28BrCrNO6P2Te as an isolated structure at a distorted geometry (ωB97M-V/def2-TZVPD, the Open Molecules 2025 dataset).

net charge	-1
2S+1	4
HOMO level (alpha / beta)	-5.2 / -5.2	eV
HOMO-LUMO gap (alpha / beta)	7.331 / 7.262	eV
total energy	-6578.6057	Eh
⟨S²⟩	3.792

Each line ends with the natural charge from an NBO analysis.
CARTESIAN COORDINATES (ANGSTROEM)
Cr 1.271 0.077 -1.144  1.022
O 4.477 0.604 1.114  -0.592
C 3.595 0.634 0.294  0.675
O 2.472 -0.040 0.358  -0.731
C 3.667 1.516 -1.000  0.673
O 4.615 2.227 -1.240  -0.610
O 2.605 1.375 -1.739  -0.743
Te -2.933 0.121 1.444  0.537
C -2.650 0.333 3.553  -0.199
C -2.670 -0.770 4.399  -0.298
C -2.363 -0.594 5.742  0.026
N -2.052 0.583 6.281  -0.429
C -2.043 1.636 5.466  0.029
C -2.334 1.564 4.111  -0.287
C -0.875 0.075 1.020  -1.302
P -0.156 -1.311 0.154  1.005
C -1.435 -2.435 -0.485  -0.345
C -1.665 -3.705 0.032  -0.140
C -2.663 -4.507 -0.509  -0.230
C -3.434 -4.049 -1.565  -0.215
C -3.201 -2.785 -2.095  -0.201
C -2.203 -1.988 -1.562  -0.201
C 0.730 -2.326 1.386  -0.357
C 0.428 -2.227 2.738  -0.202
C 1.157 -2.951 3.670  -0.204
C 2.197 -3.770 3.254  -0.212
C 2.504 -3.871 1.904  -0.228
C 1.775 -3.147 0.973  -0.120
P -0.056 1.451 0.235  1.044
C 0.854 2.407 1.481  -0.389
C 1.638 3.482 1.058  -0.192
C 2.425 4.167 1.968  -0.205
C 2.437 3.778 3.303  -0.202
C 1.672 2.700 3.721  -0.226
C 0.888 2.007 2.809  -0.126
C -1.267 2.631 -0.427  -0.262
C -1.742 3.713 0.306  -0.212
C -2.772 4.495 -0.197  -0.204
C -3.333 4.202 -1.430  -0.217
C -2.851 3.132 -2.174  -0.203
C -1.820 2.352 -1.677  -0.216
H -2.909 -1.754 4.015  0.225
H -2.363 -1.442 6.419  0.185
H -1.788 2.587 5.921  0.188
H -2.297 2.455 3.496  0.226
H -1.072 -4.061 0.864  0.219
H -2.837 -5.494 -0.099  0.207
H -4.214 -4.675 -1.980  0.206
H -3.797 -2.425 -2.924  0.209
H -2.007 -1.007 -1.983  0.225
H -0.364 -1.557 3.055  0.231
H 0.926 -2.861 4.725  0.207
H 2.785 -4.313 3.985  0.205
H 3.324 -4.500 1.581  0.208
H 2.032 -3.195 -0.080  0.211
H 1.649 3.760 0.010  0.227
H 3.046 4.989 1.637  0.213
H 3.064 4.304 4.012  0.206
H 1.696 2.383 4.756  0.210
H 0.307 1.143 3.110  0.224
H -1.303 3.942 1.269  0.222
H -3.140 5.336 0.379  0.206
H -4.142 4.809 -1.816  0.206
H -3.278 2.911 -3.145  0.208
H -1.426 1.525 -2.259  0.231
Br 0.622 1.090 -8.389  0.036
C 1.276 -0.178 -7.132  -0.068
C 1.984 -1.276 -7.593  -0.235
C 2.458 -2.202 -6.674  -0.208
C 2.240 -2.016 -5.319  -0.174
C 1.528 -0.908 -4.878  -0.061
C 1.033 0.019 -5.786  -0.221
C 1.328 -0.694 -3.419  0.748
O 2.064 -1.274 -2.582  -0.660
O 0.417 0.095 -3.011  -0.695
H 2.166 -1.396 -8.652  0.223
H 3.006 -3.068 -7.023  0.215
H 2.620 -2.715 -4.587  0.238
H 0.477 0.875 -5.432  0.251

Cartesian forces (eV/Å) of the 2 atoms listed first:
Cr 1.861 0.380 -0.480
O -0.022 -0.020 0.028

***

Entry 3:
# C39H28CoN4O3P

C39H28CoN4O3P as an isolated structure at a distorted geometry (ωB97M-V/def2-TZVPD, the Open Molecules 2025 dataset).

net charge	+1
energy relative to the best compared isomer or geometry (same formula, charge and spin)	0.00	kJ/mol
2S+1	2
HOMO level (alpha / beta)	-10.2 / -10.2	eV
HOMO-LUMO gap (alpha / beta)	6.764 / 6.788	eV
total energy	-3671.7758	Eh
⟨S²⟩	0.767

Each line ends with the Löwdin spin population.
CARTESIAN COORDINATES (ANGSTROEM)
Co 0.568 0.897 1.980  1.031
O -0.534 3.068 4.884  0.001
C 0.245 2.204 4.566  0.002
O 0.736 2.079 3.350  -0.008
C 0.783 1.221 5.571  0.000
C 0.817 1.618 6.904  0.000
C 1.360 0.791 7.872  0.000
C 1.866 -0.452 7.514  0.000
C 1.808 -0.867 6.196  -0.001
C 1.265 -0.038 5.213  -0.001
P 1.197 -0.695 3.512  -0.018
C 2.954 -1.092 3.193  -0.002
C 3.501 -2.364 3.335  -0.001
C 4.856 -2.570 3.098  0.000
C 5.668 -1.508 2.730  -0.001
C 5.129 -0.233 2.599  0.000
C 3.777 -0.026 2.826  0.001
C 0.313 -2.270 3.660  -0.002
C 0.368 -3.190 2.610  -0.001
C -0.351 -4.372 2.674  0.000
C -1.149 -4.640 3.779  -0.001
C -1.233 -3.718 4.810  0.000
C -0.511 -2.532 4.751  -0.001
H 0.416 2.590 7.155  0.000
H 1.392 1.113 8.905  0.000
H 2.300 -1.101 8.264  0.000
H 2.188 -1.847 5.929  0.000
H 2.875 -3.197 3.628  0.000
H 5.278 -3.561 3.211  0.000
H 6.723 -1.670 2.550  0.000
H 5.763 0.600 2.326  0.000
H 3.363 0.973 2.733  0.002
H 0.983 -2.991 1.743  0.000
H -0.291 -5.085 1.862  0.000
H -1.709 -5.565 3.832  0.000
H -1.863 -3.916 5.668  0.000
H -0.593 -1.817 5.560  0.000
C -4.319 2.275 -10.593  0.000
O -3.641 1.131 -10.085  0.000
C -3.254 1.157 -8.794  0.000
C -3.445 2.241 -7.941  0.000
C -2.995 2.170 -6.632  0.000
C -2.357 1.035 -6.154  0.000
C -2.191 -0.053 -7.014  0.000
C -2.630 0.003 -8.318  0.000
C -1.856 1.027 -4.779  0.000
N -2.101 1.948 -3.873  0.000
C -1.423 1.546 -2.759  0.000
C -0.751 0.367 -2.979  0.000
N -1.038 0.045 -4.285  0.000
C 0.069 -0.272 -1.999  0.000
C 0.848 -1.426 -2.176  -0.002
C 1.641 -1.862 -1.146  0.000
C 1.645 -1.165 0.065  -0.002
N 0.893 -0.098 0.271  -0.005
C 0.116 0.350 -0.745  0.001
C -0.632 1.559 -0.488  0.003
N -0.545 2.048 0.765  -0.001
C -1.123 3.194 1.065  0.002
C -1.858 3.914 0.113  -0.001
C -1.993 3.408 -1.155  0.002
C -1.368 2.192 -1.480  0.000
H -4.576 2.040 -11.620  0.000
H -3.674 3.155 -10.571  0.000
H -5.231 2.474 -10.027  0.000
H -3.932 3.140 -8.287  0.000
H -3.137 3.009 -5.963  0.000
H -1.737 -0.976 -6.667  0.000
H -2.508 -0.834 -8.992  0.000
H -0.692 -0.743 -4.804  0.000
H 0.843 -1.954 -3.122  0.000
H 2.275 -2.731 -1.257  0.000
H 2.301 -1.464 0.871  0.000
H -1.009 3.539 2.088  0.000
H -2.310 4.854 0.394  0.000
H -2.564 3.924 -1.916  0.000

Cartesian forces (eV/Å) of the 2 atoms listed first:
Co -0.015 -1.077 -0.252
O -0.074 0.133 0.070